Formula: C45H67BN10O
Source: OMol25
Level of theory: the ωB97M-V functional and the def2-TZVPD basis

XYZ file:
```
124
Properties=species:S:1:pos:R:3:forces:R:3:lowdin_charge:R:1
C -48.3633 1.9137 -29.0591 2.84 0.98 -0.77 -0.08
N -48.0536 -2.4148 -22.3492 4.95 0.74 -2.55 -0.03
C -47.6331 0.4812 -27.1244 -1.35 6.15 2.41 0.01
H -47.2588 -2.8118 -26.7860 -2.40 -0.61 1.34 0.12
H -50.8336 5.7006 -28.9889 -0.53 0.11 0.81 -0.06
H -50.1255 2.1825 -31.6453 0.34 0.80 -0.50 0.08
H -50.6372 6.8506 -27.2612 -0.92 -0.51 -0.44 -0.06
H -41.7837 2.2704 -29.3981 -0.06 1.09 0.11 0.07
C -51.6639 1.4695 -26.0434 -1.50 -5.92 -1.18 -0.14
H -52.4571 1.9916 -29.1316 -0.96 2.55 -4.80 0.04
H -48.0622 5.8513 -25.3584 1.46 -2.69 1.62 0.16
H -52.0949 -0.8025 -25.4867 0.28 2.08 -3.02 0.11
C -45.5631 4.0582 -23.7945 -4.95 -0.95 -1.65 -0.14
C -40.7587 2.5586 -27.4380 0.32 6.89 0.16 -0.05
C -50.6564 -3.5336 -26.6663 -0.38 0.76 1.56 -0.16
C -40.2341 3.8631 -26.7513 -1.13 -2.82 -2.66 -0.07
H -47.1728 3.2138 -27.4953 -1.16 -0.32 -2.17 0.15
H -42.4230 3.9645 -34.6558 -0.56 0.12 0.82 0.10
H -46.5521 -4.1149 -21.8761 -0.79 2.32 -1.31 0.12
H -44.7592 4.1838 -23.1266 0.95 -0.14 0.21 0.07
B -51.1677 5.7575 -27.7375 3.20 0.62 -0.63 -0.46
H -46.4397 3.3093 -30.6951 -0.24 -0.90 2.68 0.15
C -43.1697 4.3547 -33.9465 -3.63 2.15 2.64 -0.08
C -44.5325 3.9531 -33.5425 3.14 5.64 2.00 -0.06
H -48.1429 3.9954 -28.7079 -2.72 4.17 -0.73 0.04
C -47.4300 9.8798 -30.1516 -2.37 -0.71 2.59 -0.15
N -40.5845 4.8957 -27.6975 1.77 -1.12 5.00 -0.07
H -49.3008 1.8246 -28.6477 -2.38 0.17 0.90 0.09
N -51.7729 2.1204 -27.2262 -0.80 2.05 0.14 -0.03
H -44.1099 2.7354 -30.5725 0.33 1.04 -0.76 0.08
H -46.0283 5.1714 -32.0863 -0.46 -0.12 -0.06 0.03
N -48.9219 -3.1090 -25.1376 -2.66 -0.36 -9.21 0.03
H -48.7520 -0.5506 -23.1438 -3.31 2.50 -0.03 0.05
H -47.1268 11.0466 -30.1056 -0.46 -3.22 -0.87 0.12
C -48.3736 -3.0042 -26.4705 -0.86 -2.50 -2.17 -0.09
H -45.0227 2.1569 -26.9945 -1.49 1.18 1.33 0.07
H -48.0134 -0.5278 -30.2571 -1.50 0.25 0.50 0.12
H -51.4675 1.7186 -24.9778 0.01 0.88 -1.51 0.10
H -44.6959 -2.6081 -23.4585 -2.84 1.49 -0.05 0.11
H -40.4164 5.7960 -27.1980 -0.77 -0.51 -1.95 0.16
O -45.5918 -0.3975 -28.9491 -2.98 6.10 -1.14 0.17
C -50.2659 -3.2825 -25.3019 -2.09 -0.94 0.73 -0.18
H -39.4917 -0.8405 -33.8154 1.04 -0.16 -0.14 0.11
C -49.9149 4.4377 -32.1824 2.15 -1.70 -1.63 -0.07
H -49.2948 10.4420 -28.9333 0.51 -2.16 -0.68 0.11
C -41.7109 1.3857 -32.7134 3.02 -3.62 -0.93 -0.08
H -41.5673 5.2965 -29.6006 0.42 -2.84 2.52 0.16
N -48.9346 5.1458 -32.9340 1.02 -5.69 1.04 0.01
C -49.5617 2.9805 -32.1619 0.70 3.85 -0.41 -0.11
H -43.9025 1.2263 -27.6632 -0.93 0.98 -1.41 0.15
C -52.2852 1.4569 -28.3443 3.50 -5.88 8.89 -0.05
C -47.8968 3.4953 -24.4378 10.71 6.38 0.09 -0.03
C -40.1919 1.0408 -32.9397 -4.18 0.42 -1.66 -0.07
C -46.2696 3.1852 -29.4980 -3.51 0.51 -2.12 -0.13
H -45.8225 4.1162 -29.3504 1.80 1.12 0.78 0.11
H -47.7448 2.0114 -33.1005 0.81 -1.44 -0.20 0.04
H -51.6869 3.1193 -27.2593 0.24 0.78 0.01 0.08
H -47.6697 6.5267 -29.6056 0.41 -1.71 -0.08 0.05
C -45.4683 1.9792 -29.1753 2.26 -0.55 -1.46 -0.40
C -46.6498 -1.0813 -23.8237 -3.19 -5.10 5.69 -0.07
H -43.9887 2.8002 -28.1329 6.75 8.43 -1.97 -0.04
H -41.9709 6.1283 -33.2910 -3.43 -1.06 -0.31 0.20
H -43.6773 1.1610 -30.0533 0.35 -0.78 -0.42 0.07
C -41.4445 3.0364 -28.6853 1.94 -0.01 2.57 -0.13
C -52.2282 0.0698 -27.8918 0.08 5.18 4.27 -0.09
N -40.2356 -0.2923 -33.4715 -3.36 1.06 1.47 -0.04
H -47.2750 -0.3873 -26.8717 2.03 -4.96 1.21 0.00
H -48.4350 1.7545 -30.1668 -0.07 1.03 0.82 0.11
H -48.8278 3.2703 -24.6145 -4.58 -2.21 -0.94 -0.01
C -41.3202 4.4495 -28.7245 -0.78 1.02 -3.44 -0.19
C -48.3006 -0.5073 -29.1650 1.47 -3.54 -2.42 -0.03
H -50.7143 5.0742 -31.8309 -0.23 -0.67 0.31 0.09
N -42.9915 5.6865 -33.3282 3.19 -1.94 -1.86 -0.07
H -39.5856 4.1176 -25.7788 -1.80 -0.75 -2.59 0.13
C -44.4850 1.7595 -30.4215 0.20 0.43 4.06 0.02
H -49.3109 7.5222 -28.5090 -0.30 1.92 -0.62 0.09
C -42.4850 0.1203 -33.0028 3.68 1.09 -0.10 -0.10
C -45.1344 5.0883 -32.6557 6.07 0.60 -2.24 -0.07
C -46.5555 2.9924 -23.9250 -1.65 -1.38 0.09 -0.12
H -46.3897 -0.2148 -24.2959 0.69 1.85 -1.39 0.00
H -45.7897 8.4607 -30.9411 -1.47 -0.05 1.20 0.06
C -48.2796 2.8539 -32.8153 -1.03 6.52 -1.15 -0.09
N -46.2436 0.7423 -29.0410 3.49 -5.93 2.29 0.10
H -44.9881 3.0485 -33.6929 -0.97 -2.00 -0.65 0.04
C -47.4577 4.9493 -24.8018 -3.81 -1.18 -0.09 -0.15
C -47.6452 0.6798 -28.6072 -1.06 0.50 0.37 -0.52
H -45.0616 1.3787 -31.1704 -1.05 -0.98 -2.42 0.06
C -46.7407 8.6041 -30.3334 -1.93 -0.80 1.91 -0.11
H -40.7816 1.6081 -26.9870 0.20 -0.95 0.19 0.04
C -47.5601 7.5567 -29.5206 0.67 6.10 -2.70 -0.10
H -44.1340 7.2189 -32.5588 -0.09 -0.35 0.97 0.09
H -46.4559 1.7780 -23.7209 0.15 3.73 -0.05 0.10
H -45.7103 6.2957 -24.3375 -2.46 -4.73 -0.05 0.26
C -52.0253 0.0379 -26.3723 0.95 2.38 -0.44 -0.07
H -42.1778 2.3140 -32.3522 0.68 -0.50 -0.28 0.04
H -48.6342 0.5915 -26.6129 0.50 -0.22 -1.29 0.14
C -45.8084 -2.1934 -23.3264 -3.33 -2.83 1.86 -0.06
H -43.5723 0.0339 -32.9281 0.59 -0.14 0.00 0.07
H -52.2974 5.5402 -27.5012 -0.76 -0.06 0.22 -0.09
H -47.7622 -1.4583 -28.9236 -0.36 0.81 0.59 0.08
N -46.2537 5.1970 -24.3125 4.12 3.14 0.60 -0.10
N -48.6977 8.2159 -29.0327 1.56 -0.36 -0.80 -0.02
H -48.7527 -2.8003 -21.7903 -1.52 -0.17 0.80 0.11
H -50.9226 -3.2988 -24.3528 1.11 0.07 -1.85 0.13
H -41.7766 -1.8305 -33.7163 -0.09 -2.72 -0.85 0.06
H -39.3064 1.7912 -33.1983 -2.08 -2.08 0.92 0.12
C -44.0616 6.1356 -32.6315 -2.68 -2.82 -0.94 -0.15
H -50.3140 4.9909 -27.2069 -0.61 -0.38 -0.02 -0.09
H -47.0582 1.2666 -26.5295 -0.39 -0.78 -0.98 0.10
C -47.8900 4.2829 -33.3524 -4.91 -3.72 3.23 -0.08
C -47.5618 3.2108 -28.6218 3.25 -5.18 0.79 -0.06
H -48.4637 -2.9547 -24.3523 2.46 0.88 4.08 -0.01
C -49.4485 -3.5209 -27.4378 0.56 2.31 1.39 -0.12
C -41.5497 -0.8852 -33.4333 0.70 6.63 1.60 -0.10
H -52.5838 -0.6173 -28.4965 -1.49 -3.81 -2.44 0.00
C -48.7163 9.5678 -29.4067 3.10 0.75 0.08 -0.13
H -47.0543 4.6927 -33.8185 0.93 0.14 -0.92 0.04
H -51.7825 -3.4943 -27.0580 2.90 -0.51 1.04 0.13
C -48.0336 -1.2293 -23.1017 7.63 -3.58 -0.96 -0.07
H -49.5886 -3.6361 -28.6026 1.25 0.47 2.57 0.12
H -49.3332 -0.7226 -28.8661 0.14 0.80 -0.40 0.11
C -44.5687 2.1386 -27.9324 -4.69 -10.29 2.03 0.04
H -48.9526 6.0659 -33.2503 -0.37 1.73 -0.07 0.11
C -46.7988 -3.1270 -22.4568 1.82 3.12 -1.60 -0.08
```
Positions in Å, forces in eV/Å.

Properties
- Maximum force: 12.46 eV/A
- LUMO: -3.77 eV
- Energy relative to the best compared isomer or geometry (same formula, charge and spin): 4.1120 eV
- E_tot: -2401.42769 Ha

=====

Formula: C34H32BF9IMoN4O5PTe2
Source: OMol25
Level of theory: the ωB97M-V functional and the def2-TZVPD basis

XYZ file:
```
90
Properties=species:S:1:pos:R:3:forces:R:3:lowdin_charge:R:1
H 1.7209 1.3900 1.7518 0.00 0.01 0.00 0.09
H -4.0988 -1.8363 2.1586 -0.16 0.10 -0.10 0.11
H -4.5855 2.7816 2.0621 0.03 0.01 -0.02 0.11
C 0.6667 0.3479 -4.7955 -0.02 -0.01 0.01 -0.10
C 1.8890 3.5240 -0.8749 -0.02 0.00 0.02 -0.09
C 0.6237 -1.4302 -3.1633 0.04 -0.07 0.04 -0.64
N -0.2608 0.3787 0.2327 0.35 -0.33 -0.46 -0.42
H -3.1336 2.9445 -4.8615 0.00 0.00 0.00 0.10
H -3.0915 1.7402 0.4120 -0.02 0.02 0.00 0.10
C -3.5450 3.0745 2.0307 -0.02 0.06 0.02 -0.06
F -1.5745 -7.0476 1.2090 -0.27 0.07 -0.06 -0.45
C 3.4592 2.5203 1.1874 -0.01 0.00 -0.01 -0.08
F -5.0284 -1.1258 3.6288 0.04 -0.07 0.01 0.07
H 3.2896 -5.0365 3.5420 0.00 0.02 0.02 0.08
C 5.4470 -2.3397 1.7684 0.01 -0.06 0.02 -0.11
H 5.0317 3.7347 0.3738 0.00 0.00 0.00 0.10
C -4.5088 -0.9150 -0.8307 -0.07 -0.16 0.02 -0.68
H 0.2320 3.9124 2.0754 0.01 0.00 0.01 0.09
H 6.7413 -0.4690 0.5144 -0.01 0.00 0.01 0.11
H 5.3442 0.2638 -0.2736 0.01 -0.01 -0.01 0.10
H 3.6321 4.6237 -1.4606 0.00 0.00 0.00 0.10
H -4.6109 -3.0346 -0.4007 -0.05 -0.01 0.00 0.12
C 3.2115 3.9272 -0.7458 0.00 0.00 -0.01 -0.09
N 4.7247 -3.2386 2.4762 0.03 0.00 -0.06 0.12
N 1.7176 -1.1251 -0.9935 0.00 0.01 0.00 -0.01
O 1.5123 -2.7376 1.0658 -0.06 -0.10 -0.26 -0.33
C 2.7902 -2.6000 1.2097 0.03 0.05 0.17 -0.29
H -1.2824 4.9536 3.7198 0.00 0.01 0.00 0.09
C -1.0990 2.2671 -1.6594 0.06 -0.02 -0.03 -0.28
C 4.9423 -1.5870 0.7451 -0.05 0.03 -0.05 -0.17
H -2.9743 0.6430 -3.9485 -0.01 0.01 0.00 0.12
H -0.8425 4.4080 -1.5636 0.00 0.01 0.00 0.10
H 0.3659 0.7329 -5.7612 0.00 0.00 0.00 0.10
H 3.6457 -0.6436 -1.4388 0.02 -0.05 0.01 0.13
Mo 0.0290 -1.3782 0.7245 0.05 0.39 0.70 1.17
C -1.7095 1.2142 -2.3257 0.00 -0.05 -0.01 -0.08
H 1.7576 2.1111 -4.2293 0.00 0.00 0.00 0.10
C 3.5601 -1.7148 0.4488 0.06 -0.03 0.10 -0.08
C -2.7021 2.4861 1.1020 0.03 -0.06 0.02 -0.04
N -3.7236 -2.0522 1.2271 0.03 0.06 0.10 0.15
F -5.0603 0.8641 4.8145 0.00 -0.03 0.02 0.10
P -0.3292 1.9022 -0.0725 -0.31 0.20 0.22 0.83
H 4.0679 2.1159 1.9864 0.00 0.00 0.01 0.11
H -3.6936 4.3985 3.7049 0.00 0.01 0.00 0.10
C -2.5521 2.7513 -3.9679 0.00 -0.01 -0.01 -0.08
H -3.1814 -2.9226 1.2730 -0.08 0.00 -0.01 0.08
H 2.0320 -4.9999 2.2702 0.02 -0.02 0.00 0.07
C -4.7435 -2.1023 0.1438 0.02 -0.02 0.04 -0.06
F -5.6383 0.8227 2.5853 -0.06 0.02 0.04 0.09
F -0.6806 -5.1986 2.6095 0.19 -0.08 -0.10 -0.57
O -3.4649 -0.2557 -0.5958 0.02 0.18 0.07 -0.08
C 5.8399 -0.6900 -0.0578 0.01 0.01 0.03 -0.22
C 1.4408 1.1164 -3.9412 -0.03 0.02 -0.01 -0.08
C -1.6798 4.2729 2.9768 0.00 0.01 0.01 -0.09
C -2.4520 1.4629 -3.4737 0.03 0.00 -0.01 -0.05
F -1.7413 -5.9155 -1.0661 0.03 -0.01 -0.11 -0.58
C 2.6353 -4.3989 2.9520 -0.02 0.00 0.00 -0.01
F -2.8588 -4.7572 1.0454 -0.08 -0.04 0.10 -0.53
F 0.6195 -6.4083 0.1813 0.05 0.12 0.22 -0.58
O 6.2934 -1.2915 -1.2751 -0.02 0.05 -0.03 -0.06
I 0.1703 -3.4229 -2.7363 -0.04 0.06 0.05 1.02
H -5.7465 -2.0620 0.5580 0.02 0.04 0.05 0.12
C 1.3446 2.6126 0.0245 0.04 -0.06 0.02 -0.29
C 1.7823 0.6214 -2.6953 -0.03 0.05 0.08 -0.05
H 1.9197 -3.8951 3.6066 -0.02 0.00 -0.02 0.08
C -1.2427 3.5745 -2.1297 -0.01 -0.02 0.01 -0.10
C 3.4513 -3.3968 2.2043 -0.01 0.01 0.02 -0.24
B -4.7942 0.2789 3.5740 -0.01 0.06 -0.15 -1.26
C -3.0348 3.9679 2.9611 0.03 -0.01 -0.02 -0.07
C -1.9465 3.8113 -3.2968 0.01 0.01 0.01 -0.09
H 1.2959 3.8910 -1.7019 -0.01 0.00 -0.01 0.09
C 2.1387 2.1150 1.0592 0.03 -0.03 -0.02 -0.09
H -3.1081 -1.2691 0.9224 -0.09 -0.02 0.06 0.08
F -3.4531 0.4909 3.2019 -0.06 -0.15 0.11 0.05
C 1.3579 -0.6366 -2.2784 0.01 -0.02 -0.18 -0.34
Te -1.0005 -5.3489 0.6625 0.25 -0.18 -0.03 1.82
H -1.6743 0.2170 -1.9072 0.03 0.04 -0.02 0.08
H 6.4927 -2.2493 2.0443 0.00 0.00 0.00 0.11
C 2.9698 -1.0975 -0.7088 0.00 -0.03 -0.10 -0.06
H 2.3668 1.2219 -2.0107 0.00 0.00 0.00 0.10
C -1.3417 2.7990 1.1120 0.01 -0.05 0.04 -0.27
O -5.3460 -0.7815 -1.7304 0.03 0.00 -0.03 -0.03
C 3.9976 3.4258 0.2826 0.00 0.00 0.00 -0.09
C 0.2708 -0.9229 -4.4079 0.00 0.01 0.00 -0.16
H -2.0575 4.8242 -3.6645 0.00 0.00 0.00 0.09
H 5.5804 -1.8330 -1.6290 0.02 -0.04 0.03 0.08
H -0.3146 -1.5387 -5.0774 0.01 0.00 0.00 0.09
C -0.8266 3.6833 2.0566 0.01 0.06 -0.06 -0.08
O -1.2142 -2.2951 0.1156 -0.07 -0.11 -0.31 -0.63
Te -0.4532 -1.2195 3.1565 0.06 0.11 -0.14 0.33
```
Positions in Å, forces in eV/Å.

Properties
- Maximum force: 0.80 eV/A
- LUMO (alpha / beta): 3.16 / 3.16 eV
- Energy relative to the best compared isomer or geometry (same formula, charge and spin): 0.0000 eV
- E_tot: -4077.54036 Ha
- Net charge: -2

=====

Formula: C8H16O4
Source: OMol25
Level of theory: the ωB97M-V functional and the def2-TZVPD basis

XYZ file:
```
28
Properties=species:S:1:pos:R:3:forces:R:3:nbo_charge:R:1
H 0.0090 -3.9316 1.1029 -0.12 0.86 0.24 0.18
H -2.2715 -0.6519 2.3606 0.62 -0.67 -0.24 0.20
H -3.5514 -2.6791 2.6363 -0.02 -0.39 -0.72 0.22
O 2.8336 3.9506 -0.4065 -0.76 0.36 -0.69 -0.53
H -3.9688 -4.2233 0.6283 0.72 0.04 -0.05 0.20
H 0.8893 3.2703 -0.2362 0.03 0.32 0.02 0.16
C 2.3920 1.4516 -1.6244 1.36 -0.46 0.17 -0.07
H 2.2543 3.1673 -2.9317 -0.16 -0.32 0.33 0.21
H 2.9905 2.3667 0.9533 -0.39 0.20 -0.28 0.13
C -0.8470 -3.2756 0.8529 0.76 -0.13 -1.07 0.24
H 4.4656 3.1499 0.3155 -0.40 -0.52 -0.14 0.18
O 3.6222 1.7456 -0.9074 -0.84 0.70 -0.31 -0.54
C 1.5458 3.7242 -1.0034 -0.26 -0.57 1.11 -0.07
H 2.7350 0.8673 -2.4998 -0.31 0.20 0.47 0.20
H 0.7253 2.3555 -2.4854 0.22 0.51 0.11 0.21
C -2.1823 -1.4148 1.5635 0.21 -0.65 -1.07 -0.07
C -3.1424 -3.4875 0.5938 -0.69 0.08 0.68 -0.08
H -4.3178 -1.7862 1.2904 0.36 -0.20 0.14 0.21
H -0.7325 -2.9602 -0.2020 -0.13 -0.06 -0.14 0.11
C 1.6982 2.7081 -2.0919 -0.38 -0.15 -1.42 -0.46
H 1.0788 4.6745 -1.3264 0.66 -0.42 0.17 0.20
C -3.4220 -2.3677 1.5819 0.47 1.56 -0.02 -0.46
O -1.9284 -4.0726 1.0118 -1.48 -2.12 -0.41 -0.53
H -2.0833 -0.8827 0.5979 -0.55 -0.02 0.23 0.16
C 3.4553 2.7896 0.0419 1.12 -0.26 0.51 0.22
O -0.9279 -2.1648 1.6427 -0.20 1.69 2.10 -0.55
H 1.7460 0.7932 -1.0124 0.11 0.41 -0.04 0.17
H -3.0657 -3.1162 -0.4463 0.05 0.02 0.33 0.17
```
Positions in Å, forces in eV/Å.

Properties
- Maximum force: 2.70 eV/A
- LUMO: 0.67 eV
- Energy relative to the best compared isomer or geometry (same formula, charge and spin): 2.6174 eV
- SMILES: C1COCOC1.C1COCOC1
- E_tot: -615.30863 Ha

=====

Formula: C4H8S2
Source: OMol25
Level of theory: the ωB97M-V functional and the def2-TZVPD basis

XYZ file:
```
14
Properties=species:S:1:pos:R:3:forces:R:3:nbo_charge:R:1
H 0.1739 1.6513 -1.1073 -1.14 -0.65 0.72 0.23
S 1.4669 -0.1125 -1.5871 -0.91 -0.09 1.89 0.07
C -1.3886 0.3489 -0.1746 0.39 -0.40 3.85 -0.61
C 0.0098 0.6326 -0.6773 2.07 1.84 1.50 -0.34
S -2.4321 0.2788 -1.5028 -0.26 -3.61 -3.49 0.04
H 2.2209 -1.1239 1.3981 -1.61 0.30 0.47 0.24
H 0.7015 -1.9302 0.5833 1.16 3.59 1.46 0.24
H -1.5973 -0.8108 -2.1253 -1.94 1.95 0.61 0.12
H -1.3218 -0.6367 0.7630 -0.70 3.06 -3.10 0.22
H -1.9632 1.3313 0.2674 2.37 -2.09 0.06 0.25
H 0.3707 -0.6753 2.1028 2.40 -0.48 -1.99 0.23
C 1.1392 -0.8539 1.1675 -1.25 -2.09 0.30 -0.67
H 1.4366 1.5183 0.6185 0.61 -3.35 -0.38 0.25
C 1.1835 0.3822 0.2737 -1.19 2.01 -1.90 -0.27
```
Positions in Å, forces in eV/Å.

Properties
- Maximum force: 5.02 eV/A
- LUMO: 0.62 eV
- Energy relative to the best compared isomer or geometry (same formula, charge and spin): 4.7733 eV
- E_tot: -953.41122 Ha